1.
The following is a DFT calculation (wB97M-V/def2-TZVPD) of a molecular structure, C38H44B3O6P at a distorted geometry.

XYZ file:
```
92
Properties=species:S:1:pos:R:3:lowdin_charge:R:1
H 6.14 -1.40 0.10 0.118
C 9.20 -3.00 -5.13 -0.096
C 7.05 -4.08 -5.13 -0.096
C 7.38 5.49 0.44 -0.084
C -8.00 -1.91 3.49 -0.092
H 8.43 8.25 2.09 0.098
P 2.76 -0.95 1.33 0.934
H 5.47 -3.04 -4.12 0.099
H -0.16 3.41 -4.15 0.100
O 6.42 0.50 -0.81 0.125
C 8.04 -0.55 0.77 -0.046
C 3.16 3.02 -4.70 -0.096
C 8.39 -4.07 -5.49 -0.096
C 3.28 3.79 -5.85 -0.096
H -9.12 -3.51 2.61 0.103
B 3.83 2.50 -0.19 -0.266
C -4.05 -2.06 2.05 -0.098
H 9.29 -1.10 -4.13 0.101
C -2.90 -0.26 3.17 -0.089
C 6.17 5.76 2.50 -0.088
O 5.26 2.55 -0.13 0.215
H 3.58 -1.75 -0.48 0.020
H 7.79 0.16 1.58 0.082
H 7.56 4.94 -0.48 0.103
C -12.62 -2.98 1.72 -0.101
H 6.91 -1.12 -3.49 0.091
H 8.81 -4.90 -6.05 0.100
O 2.67 -1.56 -0.25 -0.296
H 2.27 5.03 -7.28 0.099
H -13.32 -4.29 -1.33 0.099
B 5.62 1.20 0.08 -0.694
C 7.32 -1.95 -4.05 -0.103
H 0.91 -1.46 2.29 0.029
H 6.71 7.48 3.68 0.098
C -12.54 -3.20 0.35 -0.093
H 3.30 2.84 -1.19 0.118
C -14.40 -4.59 1.87 -0.097
H 10.25 -2.99 -5.41 0.100
C -14.32 -4.81 0.50 -0.099
C -1.89 -0.31 2.22 -0.102
H -10.82 -1.76 6.13 0.100
C 6.42 5.05 1.33 -0.079
H -14.99 -5.52 0.02 0.099
H 8.20 -1.53 1.24 0.088
O 3.15 2.00 0.94 0.208
H 7.37 -1.26 -1.12 0.109
H -7.10 -0.30 4.59 0.093
H 8.95 -0.17 0.28 0.084
C -10.03 -1.80 5.39 -0.093
C 1.92 2.88 -4.09 -0.102
C 0.80 3.52 -4.62 -0.095
H 8.86 6.99 0.01 0.099
H 1.82 2.28 -3.19 0.091
C 8.66 -1.94 -4.41 -0.095
H -15.13 -5.14 2.46 0.099
H -4.88 -2.74 1.99 0.093
C -13.39 -4.12 -0.26 -0.098
H -13.62 -3.50 3.55 0.098
B 3.71 0.72 1.18 -0.561
C -3.03 -2.12 1.10 -0.093
H -10.93 -3.41 4.29 0.092
H 4.25 3.89 -6.33 0.100
H 5.42 5.42 3.20 0.100
H -2.85 0.46 3.97 0.101
C -1.96 -1.24 1.19 -0.100
C -8.95 -0.93 5.48 -0.094
H -1.05 0.37 2.28 0.090
C 8.11 6.64 0.71 -0.098
C 7.87 7.36 1.88 -0.101
C 6.90 6.92 2.77 -0.100
O 1.22 -0.64 1.91 -0.291
H -7.21 -1.95 2.75 0.087
H 0.06 4.79 -6.19 0.099
C 6.52 -3.03 -4.40 -0.095
H -8.90 -0.21 6.28 0.100
H -4.78 -1.09 3.82 0.086
C -9.08 -2.79 3.41 -0.094
C 6.92 -0.72 -0.27 -0.226
H 4.03 2.53 -4.28 0.099
C 2.17 4.43 -6.38 -0.098
H 6.42 -4.92 -5.41 0.100
H -11.80 -2.66 -0.24 0.100
H -3.08 -2.84 0.30 0.100
C 0.93 4.29 -5.77 -0.098
H 5.85 4.15 1.12 0.081
C -7.94 -0.98 4.53 -0.097
C -10.09 -2.73 4.36 -0.106
C -3.98 -1.13 3.08 -0.095
C -13.56 -3.68 2.48 -0.100
O 5.12 0.61 1.28 0.218
H -1.17 -1.28 0.44 0.097
H -11.97 -2.26 2.19 0.091
```

Computed properties:
- frontier orbital gap (Eh) = 0.2998
- calculated total energy (eV) = -63729.3525

***

2.
The following is a DFT calculation (wB97M-V/def2-TZVPD) of a molecular structure, C38H44F4GeN5V at a distorted geometry.

XYZ file:
```
93
Properties=species:S:1:pos:R:3:lowdin_charge:R:1
H -0.66 -4.58 0.34 0.112
N -1.31 -2.58 0.18 -0.197
H -2.80 4.74 2.01 0.117
C 3.49 1.20 -2.47 -0.123
H -5.16 0.97 -1.04 0.115
N -3.01 3.01 0.90 -0.048
C -2.34 5.48 -2.63 -0.122
C -2.40 -3.01 -0.69 -0.249
H -2.59 0.35 -0.84 0.095
H -1.29 -0.85 3.09 0.111
F 2.51 -0.44 0.17 0.057
C -0.47 3.38 -2.75 -0.282
H 0.15 3.40 -0.03 0.095
C -2.17 -2.70 -2.18 -0.080
H -2.54 -1.31 1.24 0.092
H -0.64 6.78 -2.69 0.091
C 4.11 -0.31 3.41 0.026
C 1.45 0.56 -5.51 -0.119
H 5.54 0.61 -2.26 0.097
C 0.80 -3.48 -0.82 -0.066
C 3.01 -0.56 4.20 -0.246
C -0.06 4.71 -2.76 -0.126
H -1.62 -1.76 -2.26 0.016
H 3.21 0.30 -3.00 0.089
N -3.17 1.10 -0.43 0.079
C -0.76 -1.54 2.41 -0.250
H -6.15 1.81 0.98 0.111
H 0.64 2.33 1.29 0.113
H -0.11 3.54 -5.29 0.083
C 1.49 0.43 -6.89 -0.112
F 0.74 -0.89 4.58 0.044
H -0.38 -2.35 3.04 0.106
H -2.60 -4.08 -0.56 0.109
C 0.34 2.66 -5.74 -0.109
H 1.08 -2.44 -1.00 0.051
H 0.99 4.95 -2.84 0.091
H 0.27 -3.39 1.25 0.099
C -0.24 -3.56 0.30 -0.233
H 1.94 -0.46 -7.34 0.091
C -1.85 3.13 -2.71 -0.125
H -3.83 3.93 -2.64 0.090
C 1.46 -0.69 2.28 -0.199
H -2.37 -2.90 2.00 0.120
N 0.29 -0.88 1.67 -0.072
C 1.74 -0.73 3.68 -0.146
C -0.15 0.20 -2.16 -0.469
H 4.45 4.34 -0.47 0.091
C -5.06 1.76 0.96 -0.157
C -2.38 1.96 0.28 -0.367
H 6.17 2.64 -0.98 0.092
H -1.05 3.22 2.77 0.117
C -1.83 -2.10 1.46 -0.203
C -4.44 3.13 0.72 -0.160
H 0.98 1.31 -8.78 0.088
H 1.85 -0.24 -4.89 0.088
H -1.57 -3.48 -2.66 0.059
C 4.18 3.46 -1.03 -0.107
H -0.05 3.31 -7.74 0.091
H -4.71 1.41 1.93 0.119
N -1.09 1.76 0.30 -0.039
H 0.43 -3.90 -1.75 0.057
C 0.38 2.53 -7.12 -0.111
C -0.98 5.76 -2.68 -0.110
C 3.89 -0.26 2.04 -0.238
F 3.16 -0.61 5.54 0.061
C -2.24 4.18 1.26 -0.153
Ge 0.68 1.75 -2.91 0.862
H 2.14 4.03 -1.21 0.071
H -2.18 2.09 -2.72 0.081
C -0.90 3.74 1.82 -0.149
H -4.81 3.86 1.44 0.119
H -0.36 -0.51 -2.97 -0.097
C 0.89 1.68 -4.90 -0.243
H -4.70 -0.22 0.18 0.106
C -0.22 2.81 0.82 -0.190
C 5.15 2.51 -1.33 -0.115
H -3.31 -2.48 -0.38 0.095
F 4.93 -0.06 1.23 0.075
C 2.51 2.16 -2.21 -0.257
C 2.64 -0.43 1.51 -0.163
H -2.09 4.84 0.40 0.120
H -0.27 4.61 2.00 0.114
C 4.80 1.37 -2.04 -0.101
C 0.96 1.42 -7.71 -0.123
H 5.10 -0.18 3.84 0.118
C -4.57 0.83 -0.13 -0.190
H -4.69 3.49 -0.29 0.118
H -3.06 6.29 -2.58 0.090
C -2.77 4.16 -2.66 -0.108
H 1.70 -4.04 -0.53 0.072
C 2.88 3.28 -1.47 -0.125
H -3.12 -2.62 -2.71 0.068
V -0.22 0.02 -0.30 0.612
```

Computed properties:
- frontier orbital gap (alpha / beta) (Eh) = 0.1594 / 0.1403
- total charge = -1
- multiplicity = 2
- calculated total energy (eV) = -140641.3468

***

3.
The following is a DFT calculation (wB97M-V/def2-TZVPD) of a molecular structure, C38H45As2BCrN8O10.

XYZ file:
```
105
Properties=species:S:1:pos:R:3:lowdin_charge:R:1
O -1.22 -0.55 1.17 -0.079
H 0.23 4.54 -5.35 0.094
N 1.67 -0.23 1.54 0.017
C -0.62 -2.46 -0.87 -0.319
N 1.88 0.75 -1.03 0.002
H -5.76 -1.47 -2.57 0.108
H -0.32 2.13 -7.46 0.034
H 3.77 1.77 -7.10 0.097
O -0.11 4.87 -3.33 0.010
C 3.52 2.34 -6.22 -0.021
N 2.75 1.61 -0.46 0.051
H -1.07 4.60 2.60 0.115
H -1.39 4.04 -4.76 0.090
H -4.01 -1.57 1.48 0.107
O 0.20 3.90 -1.38 0.106
C -0.48 -3.45 -1.87 0.013
C 2.91 -0.95 3.24 0.008
H 7.16 3.57 3.18 0.078
C 1.86 -1.25 2.37 -0.290
H 3.45 3.40 -6.45 0.100
C 0.44 1.96 -4.31 -0.322
O -2.44 -1.60 -5.95 -0.049
C 5.25 4.06 2.35 -0.344
H 2.14 -1.72 -2.74 0.091
H 5.23 5.88 1.04 0.105
As -1.17 1.30 -1.86 1.357
B 2.57 2.05 1.02 -0.632
C 2.45 0.30 -2.16 -0.298
C -1.38 -4.49 -1.97 -0.045
O -3.98 0.01 -5.66 0.141
N 0.05 1.96 1.03 -0.011
H 5.98 4.15 4.36 0.078
H 6.75 5.29 3.25 0.075
C 1.85 -0.72 -3.07 -0.034
C 3.80 4.25 0.70 -0.096
O -3.55 -0.28 -1.29 0.073
C -0.02 3.78 -2.56 -0.554
H 1.59 -3.32 2.78 0.093
H 0.36 -3.37 -2.55 0.115
H 4.12 0.94 3.26 0.107
As -0.35 0.66 -5.44 1.380
O 2.26 1.84 -5.76 -0.109
H -3.45 2.05 -1.10 0.030
C -3.31 -2.23 -6.91 -0.011
H -2.97 -0.93 2.78 0.092
H -1.88 2.35 -6.62 0.037
H 0.78 -2.77 1.31 0.070
C -2.12 0.17 -3.13 -0.251
N 3.63 3.07 1.35 -0.020
H -3.15 -5.42 -1.16 0.110
Cr 0.28 0.15 0.10 0.775
C 3.33 0.31 2.88 -0.024
C -1.72 -2.57 0.02 -0.109
C 0.87 3.82 1.88 -0.022
C -1.94 0.13 -4.45 -0.265
H 3.17 4.51 -0.14 0.135
C -0.49 3.84 2.10 0.014
C -2.46 -4.60 -1.08 -0.075
N 2.58 0.74 1.86 0.059
N 1.18 2.69 1.23 0.038
H -4.71 -2.50 -1.55 0.079
H -3.08 -2.69 2.49 0.099
H -3.54 -1.54 -7.72 0.099
H -3.44 -3.73 0.58 0.114
N 4.52 2.96 2.37 0.124
C -0.59 4.78 -4.67 -0.029
H 1.63 4.53 2.15 0.133
C 1.78 2.43 -4.64 -0.577
C 3.70 0.89 -2.31 0.007
C -1.94 -1.57 1.04 -0.337
H -1.25 -5.23 -2.75 0.115
C -2.37 2.13 1.64 -0.026
C 3.85 1.71 -1.21 -0.012
C 6.34 4.28 3.34 -0.032
C -0.97 2.64 1.57 -0.311
H -2.53 1.64 2.60 0.091
O 2.35 3.33 -4.06 0.128
H 4.28 2.21 -5.45 0.092
C -2.94 -0.50 -5.38 -0.594
H -1.59 0.90 -7.62 0.032
C -0.20 2.42 -3.10 -0.252
H -0.98 5.76 -4.91 0.106
C 1.04 -2.50 2.33 0.006
H 0.11 -2.37 2.90 0.090
O 0.28 -1.52 -0.82 -0.196
O -3.76 -1.53 -3.13 -0.024
H 2.22 -0.57 -4.09 0.077
C -4.92 -2.17 -2.56 0.007
H -2.60 1.42 0.86 0.041
C -2.61 -3.65 -0.10 -0.032
H -2.89 3.02 -2.48 0.056
C -3.23 -0.55 -2.43 -0.512
H -5.13 -3.02 -3.21 0.102
H -3.07 2.97 1.58 0.095
H -2.77 -3.10 -7.28 0.098
C -2.61 2.58 -1.53 -0.198
H 4.40 0.75 -3.12 0.116
H 3.31 -1.58 4.01 0.112
C 4.83 4.91 1.31 -0.011
H 4.67 2.34 -0.91 0.135
H 0.76 -0.69 -3.08 0.035
H -2.23 3.35 -0.85 0.038
C -3.06 -1.71 2.02 0.025
H -4.24 -2.54 -6.43 0.099
C -1.14 1.63 -6.95 -0.236
```

Computed properties:
- frontier orbital gap (alpha / beta) (Eh) = 0.2647 / 0.2128
- total charge = +1
- relative energy (zero: lowest compared OMol25 entry of this formula, charge and spin) (kJ/mol) = 0.0
- multiplicity = 6
- calculated total energy (eV) = -223305.0995

***

4.
The following is a DFT calculation (wB97M-V/def2-TZVPD) of a molecular structure, C38H45KN3P2.

XYZ file:
```
89
Properties=species:S:1:pos:R:3:lowdin_charge:R:1
C -2.61 5.77 1.37 -0.094
C -0.95 -4.12 3.12 -0.124
H 5.14 -2.92 -1.81 0.067
C 3.34 2.77 0.79 -0.210
H 4.76 -4.20 0.94 0.064
H 5.05 4.06 0.51 0.079
H 4.62 -4.99 -0.62 0.071
H 2.80 -4.52 -2.34 0.037
H 6.33 0.69 -0.28 0.028
C -2.05 4.64 0.81 -0.026
C -2.73 3.92 -0.17 -0.208
H 0.46 -2.86 2.16 0.082
C 4.45 -4.04 -0.09 -0.462
C 2.01 2.43 0.50 -0.151
N -0.75 0.95 -0.55 0.092
H -0.87 -2.48 -2.32 0.111
C -0.59 -2.54 -0.19 -0.060
C 5.29 -2.93 -0.72 -0.457
C -2.20 -4.83 2.97 -0.117
H -2.06 6.32 2.13 0.100
C -0.49 -3.38 2.09 -0.107
C -2.50 -3.93 0.71 -0.183
H -2.91 2.02 -0.88 0.116
C 1.96 -5.20 0.61 -0.292
C -1.20 -3.22 0.83 -0.248
H -1.42 1.50 1.86 0.076
H 2.32 -6.07 0.06 0.037
C -1.46 -2.32 -1.41 -0.229
C -2.69 0.21 0.69 -0.230
H -4.32 7.08 1.42 0.092
H -1.85 -0.38 -2.41 0.136
H -4.17 -4.44 -0.47 0.099
H -2.59 0.55 2.79 0.081
C -2.12 -0.88 -1.48 -0.130
H 5.24 -0.42 2.12 0.031
H -4.21 3.39 -2.48 0.083
C -1.87 0.12 -0.37 -0.242
H -5.57 5.77 -0.27 0.103
C -3.97 -0.53 0.70 -0.045
H 2.21 -5.30 1.66 0.035
H -3.86 -5.29 1.76 0.095
C 4.02 3.85 0.23 -0.144
H -2.56 -5.44 3.80 0.085
N 0.03 3.18 -0.80 0.111
H 3.90 2.15 1.50 0.054
H 6.44 -0.30 -1.73 0.032
H -4.07 -1.33 -2.45 0.128
H -1.08 4.30 1.15 0.115
C 3.37 4.66 -0.68 -0.103
H -3.06 -3.46 -2.49 0.124
C -2.92 -4.75 1.85 -0.070
P 2.64 -3.62 -0.04 0.808
H -5.73 4.03 -1.82 0.072
C -2.44 1.11 1.87 -0.037
C 2.05 4.40 -1.03 -0.248
C -0.93 2.22 -0.64 -0.379
C 1.41 3.30 -0.42 -0.260
H 6.15 -1.92 1.85 0.041
H 2.05 6.03 -2.42 0.067
H 0.87 -5.13 0.53 0.023
C -3.25 -3.86 -0.40 -0.058
H -5.37 -1.73 -0.30 0.103
C -3.53 -1.53 -1.52 -0.196
C 6.38 -0.34 -0.64 -0.310
H 0.96 4.71 -2.87 0.079
H -4.60 -0.41 1.57 0.103
H 4.40 -1.96 2.15 0.024
C 2.19 -3.78 -1.81 -0.288
C -4.57 5.46 0.03 -0.065
H 0.52 5.84 -1.59 0.073
H 7.29 -0.81 -0.25 0.034
H 1.14 -4.06 -1.86 0.024
H -0.36 4.03 -1.16 0.097
C -4.40 -1.26 -0.34 -0.072
H -0.39 -4.20 4.04 0.080
C 1.36 5.29 -2.03 -0.069
H -3.13 1.96 1.89 0.077
C -4.02 4.33 -0.55 -0.219
H -5.04 2.53 -1.20 0.081
H 6.36 -3.12 -0.55 0.071
C -3.88 6.19 0.98 -0.110
C 5.21 -1.41 1.67 -0.300
C -4.79 3.53 -1.57 -0.047
N -2.23 2.76 -0.78 0.128
K 1.53 -0.36 0.21 0.515
C -2.89 -2.96 -1.53 -0.202
H 2.29 -2.81 -2.31 0.032
P 4.86 -1.22 -0.13 0.805
H 3.88 5.51 -1.13 0.090
```

Computed properties:
- frontier orbital gap (Eh) = 0.2131
- total charge = -1
- relative energy (zero: lowest compared OMol25 entry of this formula, charge and spin) (kJ/mol) = 216.0
- calculated total energy (eV) = -79507.3273

***

5.
The following is a DFT calculation (wB97M-V/def2-TZVPD) of a molecular structure, C38H45KN4P2 at a distorted geometry.

XYZ file:
```
90
Properties=species:S:1:pos:R:3:lowdin_charge:R:1
K 0.09 -0.35 -0.82 0.674
C 0.21 -5.21 0.06 -0.246
H -1.70 -3.99 5.79 0.117
N -2.68 1.42 1.07 0.207
C 2.29 -1.01 -2.46 -0.201
H -0.36 4.74 0.46 0.148
C 1.86 -3.37 -2.35 -0.082
C 2.07 -1.02 -3.83 -0.070
P 2.45 -2.05 0.11 1.057
C -1.74 -4.56 3.72 -0.037
H 5.42 -4.44 3.17 0.112
C 1.73 -2.21 -4.46 -0.049
H -3.34 1.62 0.32 0.170
H -2.78 4.03 0.42 0.130
C 0.49 -7.99 -0.07 -0.078
H 6.31 -5.00 -0.98 0.114
H -3.58 2.73 2.42 0.160
H -7.05 -4.28 -1.72 0.114
H 0.43 2.78 -0.67 0.082
C -3.78 -2.87 -0.20 -0.402
H -1.56 -8.00 -0.70 0.113
H -2.10 -1.59 5.32 0.110
H -4.56 -3.58 1.68 0.103
H 0.37 4.16 2.58 0.138
C -2.11 3.82 1.25 -0.090
C 4.64 -3.73 -0.55 -0.084
C 5.20 -4.25 2.13 -0.066
N 0.05 0.84 1.94 0.027
H -0.18 0.04 2.53 0.068
H 2.18 -0.11 -4.40 0.115
C -0.65 3.73 0.77 -0.347
C -1.61 2.23 3.15 -0.092
C -5.90 -3.98 0.06 -0.060
C 5.70 -4.56 -0.20 -0.059
H 3.57 -2.95 2.58 0.105
H 1.47 -3.64 1.65 0.086
H 1.04 0.74 1.75 0.073
P -2.25 -2.13 0.44 1.051
C 5.97 -4.82 1.13 -0.061
H 0.45 2.08 3.62 0.150
C -5.20 -3.27 -2.12 -0.067
C -6.13 -3.88 -1.30 -0.061
H -1.85 -4.86 1.62 0.095
H 2.51 -7.64 0.56 0.114
C -0.95 -3.11 -0.57 -0.343
H 2.29 -5.22 0.64 0.088
C -2.02 -2.30 4.51 -0.066
H -3.32 -2.27 -2.23 0.101
C 1.43 -5.81 0.37 -0.027
H -2.97 0.54 1.51 0.108
H -1.69 3.03 3.89 0.144
H -1.83 -5.59 -0.56 0.102
H 1.30 3.16 1.50 0.128
H 6.80 -5.47 1.39 0.113
C 1.63 -3.38 -3.72 -0.038
C -4.73 -3.48 0.62 -0.082
C -1.89 -4.13 2.41 -0.071
C 2.17 -2.18 -1.69 -0.465
N 0.08 -3.80 0.13 -0.181
C 0.29 3.31 1.89 -0.100
H 4.44 -3.54 -1.59 0.102
C 0.99 -3.01 0.91 -0.308
H 1.55 -2.22 -5.52 0.117
C 1.55 -7.19 0.31 -0.059
H 2.61 -0.09 -1.97 0.093
C -0.15 2.10 2.71 -0.343
H -5.37 -3.19 -3.18 0.112
H 0.41 -2.28 1.48 0.053
C -2.08 -2.78 2.13 -0.410
C 3.85 -3.16 0.45 -0.412
H -1.59 -5.61 3.93 0.120
C -2.57 2.59 2.03 -0.254
H -1.52 -3.78 -1.21 0.086
H -6.63 -4.46 0.71 0.115
C -4.03 -2.76 -1.57 -0.120
C -1.81 -3.65 4.77 -0.050
C 4.15 -3.41 1.79 -0.124
H -2.21 4.67 1.93 0.142
N -0.55 2.81 -0.40 0.027
H 1.40 -4.31 -4.22 0.120
C -2.15 -1.88 3.19 -0.133
H -0.49 -2.40 -1.26 -0.002
H 1.81 -4.30 -1.80 0.108
C -0.72 -7.39 -0.40 -0.065
H 0.60 -9.07 -0.13 0.110
C -0.87 -6.01 -0.33 -0.046
H -1.02 3.25 -1.19 0.097
H -1.94 1.32 3.67 0.116
H -1.75 1.29 0.65 0.064
H -2.33 -0.83 3.00 0.053
```

Computed properties:
- frontier orbital gap (Eh) = 0.2583
- total charge = +2
- relative energy (zero: lowest compared OMol25 entry of this formula, charge and spin) (kJ/mol) = 0.0
- calculated total energy (eV) = -80987.7469

***

- Which of these has the highest calculated total energy?
  C38H44B3O6P

***

- Which of these has the lowest calculated total energy?
  C38H45As2BCrN8O10